12
Properties=species:S:1:pos:R:3:forces:R:3 method="wB97M-V/def2-TZVPD" energy_ev=-75313.7368 relative_energy_kj_mol=62.7 largest_force_ev_per_a=5.8 e_homo_ev=-9.866 smiles=CC(C)(O)Br homo_lumo_gap_ha=0.3861
C 0.057937 0.955104 0.847492 -1.27 0.21 1.38
C -0.133522 0.046867 -0.241853 -1.39 0.83 -4.08
C 0.228436 -1.339507 -0.053723 -2.50 -3.85 -3.57
O 0.560351 0.494371 -1.368369 -0.98 0.48 -0.14
Br -2.293722 0.107287 -0.699482 1.24 0.03 0.19
H -0.418954 0.468973 1.685750 0.20 0.51 0.82
H -0.298646 1.946746 0.676654 -0.74 0.52 -0.11
H 1.096523 1.066448 0.892386 1.83 -0.11 0.85
H 0.609177 -1.839295 -1.067504 -0.72 1.36 2.20
H -0.629371 -2.020355 0.257420 1.24 1.12 0.05
H 0.973257 -1.287613 0.621691 2.74 -0.69 2.44
H 0.248533 1.400974 -1.550462 0.35 -0.39 -0.01